1.
This record from OMol25 describes a single C3H7NOS2 molecule at a distorted geometry. The level of theory is wB97M-V/def2-TZVPD.

Element x y z (Å)
C (-2.751, -0.482, 2.121)
C (-1.447, -0.927, 1.566)
S (-0.826, 0.190, 0.200)
C (0.851, -0.512, 0.054)
O (1.251, -1.524, 0.517)
N (1.701, 0.263, -0.748)
S (1.195, 1.281, -2.055)
H (-3.422, -0.402, 1.272)
H (-2.690, 0.489, 2.637)
H (-2.977, -1.271, 2.825)
H (-1.507, -1.938, 1.132)
H (-0.690, -1.051, 2.332)
H (2.707, 0.163, -0.582)
H (0.837, 2.353, -1.266)

For the total energy, the calculation gives -1044.8664 a.u. The calculation puts the HOMO-LUMO gap at 10.04 eV. The largest force on an atom comes out at 2.3 eV Å⁻¹. As for the energy relative to the best compared isomer or geometry (same formula, charge and spin): 0.9797 eV.

Löwdin atomic charge list, values in e, 2 entries: -0.1777, -0.5334

***

2.
This record from OMol25 describes a single C3H7NOS2 molecule at a distorted geometry. The level of theory is wB97M-V/def2-TZVPD.

Element x y z (Å)
O (0.033, -0.913, -1.698)
C (0.444, -0.908, -0.381)
C (-0.426, 0.034, 0.471)
C (0.216, 1.233, 1.082)
S (0.862, 2.427, -0.182)
N (-1.629, -0.279, 0.825)
S (-2.570, -1.554, 0.222)
H (0.413, -0.166, -2.104)
H (0.303, -1.847, 0.042)
H (1.547, -0.726, -0.311)
H (-0.478, 1.917, 1.597)
H (1.067, 0.951, 1.708)
H (2.088, 1.850, -0.390)
H (-1.869, -2.020, -0.880)

For the total energy, the calculation gives -1044.8234 a.u. The calculation puts the HOMO-LUMO gap at 9.22 eV. The largest force on an atom comes out at 2.4 eV Å⁻¹. As for the energy relative to the best compared isomer or geometry (same formula, charge and spin): 2.1480 eV.

Löwdin atomic charge list, values in e, 2 entries: -0.0506, -0.2695

***

3.
This record from OMol25 describes a single C3H7NS molecule at a distorted geometry. The level of theory is wB97M-V/def2-TZVPD.

Element x y z (Å)
S (-2.212, 0.228, 0.575)
C (-0.807, -0.993, 0.309)
C (0.610, -0.549, -0.080)
C (1.009, 0.787, -0.665)
N (1.225, 0.474, 0.753)
H (-2.031, 0.957, -0.575)
H (-0.778, -1.470, 1.255)
H (-0.993, -1.706, -0.514)
H (1.233, -1.368, -0.319)
H (1.924, 1.165, -1.268)
H (0.234, 1.508, -0.961)
H (0.587, 0.966, 1.489)

For the total energy, the calculation gives -571.3730 a.u. The calculation puts the HOMO-LUMO gap at 10.10 eV. The largest force on an atom comes out at 2.8 eV Å⁻¹. As for the energy relative to the best compared isomer or geometry (same formula, charge and spin): 1.7932 eV.

Löwdin atomic charge list, values in e, 2 entries: 0.6589, -0.4845

***

4.
This record from OMol25 describes a single C3H7NS molecule at a distorted geometry. The level of theory is wB97M-V/def2-TZVPD.

Element x y z (Å)
C (2.314, 0.094, -0.234)
C (1.127, -0.685, 0.272)
N (-0.063, -0.133, 0.087)
S (-1.564, -1.082, -0.139)
C (-2.533, 0.640, 0.072)
H (2.059, 1.052, -0.644)
H (2.671, 0.281, 0.828)
H (3.045, -0.784, -0.909)
H (1.275, -1.675, 0.784)
H (-2.302, 1.044, -0.923)
H (-2.469, 1.041, 1.014)
H (-3.561, 0.207, -0.209)

For the total energy, the calculation gives -571.3237 a.u. The calculation puts the HOMO-LUMO gap at 8.76 eV. The largest force on an atom comes out at 7.5 eV Å⁻¹. As for the energy relative to the best compared isomer or geometry (same formula, charge and spin): 3.1357 eV.

Löwdin atomic charge list, values in e, 2 entries: -0.1147, -0.3554

***

5.
This record from OMol25 describes 2 unconnected molecules or ions with the total composition C3H7NS at a distorted geometry. The level of theory is wB97M-V/def2-TZVPD.

Element x y z (Å)
C (0.218, 0.782, 0.848)
C (1.512, 1.033, 0.428)
C (-0.508, -0.586, 0.451)
N (-0.815, 0.626, -0.250)
H (-0.274, 1.280, 1.640)
H (1.683, 1.479, -0.544)
H (2.364, 0.945, 1.095)
H (0.200, -1.300, 0.049)
H (-1.355, -0.992, 1.008)
H (-0.220, 0.678, -1.069)
S (-1.732, -2.158, -1.274)
H (-1.072, -1.786, -2.382)

For the total energy, the calculation gives -571.2263 a.u. The calculation puts the HOMO-LUMO gap at 4.99 eV. The largest force on an atom comes out at 3.9 eV Å⁻¹. As for the energy relative to the best compared isomer or geometry (same formula, charge and spin): 5.7870 eV.

Löwdin atomic charge list, values in e, 2 entries: -0.3004, 0.1168

***

6.
This record from OMol25 describes a single C3H7NS molecule at a distorted geometry. The level of theory is wB97M-V/def2-TZVPD.

Element x y z (Å)
S (2.233, -0.113, -0.119)
C (0.572, 0.065, 0.444)
C (-0.576, 0.958, -0.143)
N (-1.394, -0.189, 0.018)
C (-0.238, -1.094, -0.063)
H (2.625, 1.074, 0.168)
H (0.490, 0.105, 1.476)
H (-0.351, 1.255, -1.208)
H (-0.945, 1.856, 0.389)
H (-2.200, -0.442, -0.487)
H (0.056, -1.436, -1.073)
H (-0.272, -2.037, 0.599)

For the total energy, the calculation gives -571.3847 a.u. The calculation puts the HOMO-LUMO gap at 9.88 eV. The largest force on an atom comes out at 2.5 eV Å⁻¹. As for the energy relative to the best compared isomer or geometry (same formula, charge and spin): 1.4748 eV.

Löwdin atomic charge list, values in e, 2 entries: 0.7838, -0.6770

***

7.
This record from OMol25 describes a molecular structure, C3H7NS2 at a distorted geometry. The level of theory is wB97M-V/def2-TZVPD.

Element x y z (Å)
C (0.914, -2.031, 0.273)
C (0.513, 1.700, -0.093)
C (-1.668, 0.424, -0.138)
H (1.641, -2.753, -0.239)
H (1.122, -1.487, 1.374)
H (-0.073, -2.445, 0.385)
H (1.234, 1.419, 0.771)
H (0.972, 2.020, -0.999)
H (-0.106, 2.680, 0.255)
H (-2.343, 1.368, 0.123)
N (-0.326, 0.419, -0.325)
S (0.861, -0.566, -0.935)
S (-2.741, -0.750, -0.452)

For the total energy, the calculation gives -969.5315 a.u. The calculation puts the HOMO-LUMO gap at 8.80 eV. The largest force on an atom comes out at 4.5 eV Å⁻¹. As for the energy relative to the best compared isomer or geometry (same formula, charge and spin): 2.8795 eV.

Löwdin atomic charge list, values in e, 2 entries: -0.3382, -0.1680

***

8.
This record from OMol25 describes a single C3H7NS2 molecule at a distorted geometry. The level of theory is wB97M-V/def2-TZVPD.

Element x y z (Å)
C (-0.272, 1.436, -0.423)
C (-0.433, 0.551, 0.818)
C (-0.668, -0.833, 0.250)
S (-2.130, -1.542, -0.051)
N (0.465, -1.584, 0.056)
S (2.093, -1.177, 0.101)
H (0.503, 1.150, -1.117)
H (-1.193, 1.488, -0.933)
H (0.044, 2.421, -0.137)
H (-1.348, 0.874, 1.383)
H (0.516, 0.523, 1.456)
H (0.239, -2.525, -0.224)
H (2.183, -0.782, -1.177)

For the total energy, the calculation gives -969.6123 a.u. The calculation puts the HOMO-LUMO gap at 8.99 eV. The largest force on an atom comes out at 1.6 eV Å⁻¹. As for the energy relative to the best compared isomer or geometry (same formula, charge and spin): 0.6814 eV.

Löwdin atomic charge list, values in e, 2 entries: -0.1125, -0.2708

***

9.
This record from OMol25 describes a molecular structure, C3H7NiO3 at a distorted geometry. The level of theory is wB97M-V/def2-TZVPD.

Element x y z (Å)
O (0.620, -1.158, 1.116)
C (1.350, 0.014, 1.012)
C (0.494, 1.264, 1.159)
O (-0.601, 1.348, 0.205)
C (-0.444, 0.901, -1.412)
Ni (-0.263, -1.658, -0.371)
H (1.923, 0.081, 0.064)
H (2.111, 0.097, 1.812)
H (1.094, 2.169, 1.006)
H (0.020, 1.309, 2.147)
H (-1.082, 1.696, -1.824)
H (0.622, 1.135, -1.546)
O (-0.956, -0.289, -1.439)
H (-1.470, 0.882, 0.442)

The spin multiplicity is 3. For the total energy, the calculation gives -1852.1691 a.u. The calculation puts the HOMO-LUMO gap (spin up / spin down) at 9.96 / 8.89 eV. Its net charge is +1. The largest force on an atom comes out at 1.9 eV Å⁻¹. As for the energy relative to the best compared isomer or geometry (same formula, charge and spin): 0.0000 eV.

Löwdin atomic charge list, values in e, 2 entries: -0.2435, -0.3029